# 1
38
Properties=species:S:1:pos:R:3:forces:R:3 method="wB97M-V/def2-TZVPD" fmax_ha_per_bohr=0.02453 charge=+2 e_homo_ev="-14.664 / -14.817" e_tot_ev=-43450.3014 gap_ha="0.24554 / 0.24026"
Pt -1.2112 1.0516 0.1429 0.17 -0.63 -0.83
I -1.8026 3.7568 -0.5232 -0.27 -0.09 0.19
I -4.1577 1.2039 0.0218 1.11 0.07 -0.11
P -0.9180 -1.1169 -0.7135 0.18 0.80 0.21
N 1.0586 1.5080 0.3394 -1.17 -0.44 -0.14
N -0.8614 1.1086 2.4620 -0.14 0.26 0.30
C 2.8711 -0.9575 -2.1618 0.02 0.01 -0.01
C -1.6535 -1.3834 -2.3485 0.02 0.08 0.12
C 3.6071 -1.6192 -1.1857 0.01 -0.01 0.03
C 2.9730 -2.1512 -0.0704 0.11 0.01 -0.03
C 1.4508 1.2851 1.7446 -0.07 0.09 0.35
C -3.8866 3.2839 -0.4115 0.10 -0.05 0.01
C 1.6005 -2.0213 0.0761 -0.13 -0.01 -0.01
C 0.8554 -1.3609 -0.9017 -0.05 -0.06 0.00
C 0.3899 1.8518 2.6744 0.08 -0.12 -0.07
C -1.5644 -2.4671 0.3030 0.01 0.19 0.04
C 1.4991 -0.8236 -2.0214 -0.06 -0.02 0.02
H -1.1715 -2.4313 1.3176 -0.01 0.01 0.00
H -4.3410 3.5066 -1.3695 0.03 -0.06 -0.03
H 4.6772 -1.7289 -1.3007 -0.01 -0.01 0.00
H 0.7282 1.7974 3.7099 0.07 0.02 -0.03
H -1.2609 -2.3255 -2.7350 -0.04 -0.02 -0.01
H -1.4028 -0.5811 -3.0389 -0.01 0.02 0.03
H 1.1636 2.4864 0.0951 0.09 0.06 -0.05
H 1.6442 0.9652 -0.2905 -0.11 -0.08 -0.11
H 3.5513 -2.6787 0.6765 -0.03 0.00 0.01
H -0.7731 0.1688 2.8307 -0.06 -0.02 0.09
H 0.2121 2.9004 2.4275 -0.03 0.03 0.09
H 1.1117 -2.4580 0.9390 0.04 -0.01 0.00
H -2.6513 -2.3937 0.3465 0.00 0.00 0.01
H 0.9287 -0.3117 -2.7871 0.03 0.01 -0.03
H -4.3307 3.8638 0.3888 0.01 -0.04 0.04
H 2.4147 1.7448 1.9673 0.03 -0.01 -0.13
H -2.7377 -1.4540 -2.2636 0.00 0.04 0.02
H 1.5459 0.2097 1.9019 0.04 -0.01 -0.07
H 3.3666 -0.5576 -3.0363 -0.01 0.00 0.00
H -1.2915 -3.4189 -0.1548 0.00 0.00 -0.02
H -1.6341 1.5479 2.9489 0.01 -0.01 0.12



# 2
39
Properties=species:S:1:pos:R:3:forces:R:3 method="wB97M-V/def2-TZVPD" fmax_ha_per_bohr=0.02110 charge=0 e_homo_ev=-8.502 e_tot_ev=-40898.4151 gap_ha=0.31345 smiles="COc1ccc(NS(=O)(=O)c2ccc3oc4ccccc4c3c2)cn1"
S -1.8347 2.4804 -0.1741 0.27 -0.22 -0.53
O 2.7782 -0.5655 1.7403 0.08 -0.24 0.43
O -2.4220 -3.8845 0.4037 -0.18 0.15 0.30
O -1.4364 3.5806 -0.9980 0.19 -0.12 -0.15
O -2.7982 2.6952 0.8587 0.06 -0.33 0.17
N -2.4247 1.3198 -1.2522 0.07 1.03 0.22
N -1.9209 -2.3071 -1.1930 -0.15 -0.57 0.35
C 3.7092 0.5130 -1.5551 -0.05 -0.06 0.18
C -0.4772 1.0907 1.7702 0.04 0.03 0.09
C -2.4560 -0.0087 -0.8277 -0.16 -0.91 0.31
C 0.6843 1.4731 -0.3292 0.31 -0.10 0.05
C -1.8328 -4.8205 -0.4787 0.15 -0.24 -0.23
C -3.0262 -0.3343 0.4084 0.00 -0.33 -0.23
C 4.8463 -1.0542 0.5139 -0.21 -0.02 0.28
C 3.0203 0.3054 -0.3670 0.43 -0.35 0.31
C -3.0212 -1.6447 0.8235 0.12 -0.15 -0.12
C 4.9560 -0.0641 -1.6952 0.06 0.04 -0.16
C 0.5671 0.3319 2.2676 0.30 -0.14 0.00
C -1.9263 -1.0424 -1.5862 -0.08 0.56 0.15
C 1.6665 0.1479 1.4445 -0.57 0.59 -0.65
C 1.7435 0.7173 0.1521 -0.34 -0.10 0.51
C 3.5978 -0.4755 0.6536 0.14 0.40 -1.00
C -2.4421 -2.6076 -0.0154 0.08 0.42 -0.29
C -0.4057 1.6403 0.4977 -0.61 0.47 -0.08
C 5.5142 -0.8348 -0.6778 -0.03 0.00 0.03
H 5.5118 0.0828 -2.6087 0.05 0.01 -0.08
H -3.4611 0.4498 1.0069 -0.11 -0.01 0.11
H 5.2731 -1.6486 1.3052 0.07 -0.08 0.09
H -1.9067 -5.7858 0.0173 0.00 0.06 -0.01
H -0.7871 -4.5675 -0.6676 -0.07 -0.06 -0.01
H 3.2776 1.1116 -2.3418 -0.02 0.07 -0.12
H -3.4481 -1.9497 1.7642 -0.06 -0.01 0.12
H 0.7007 1.9325 -1.3043 0.06 0.04 -0.17
H -2.0451 1.4595 -2.1766 0.08 0.17 -0.07
H -2.3648 -4.8394 -1.4321 0.06 -0.04 0.05
H 0.5332 -0.1051 3.2519 -0.03 -0.04 0.12
H -1.4898 -0.8584 -2.5599 0.06 0.17 -0.10
H -1.3601 1.2797 2.3581 -0.08 -0.04 0.14
H 6.4910 -1.2705 -0.8219 0.08 -0.04 0.00



# 3
38
Properties=species:S:1:pos:R:3:forces:R:3 method="wB97M-V/def2-TZVPD" fmax_ha_per_bohr=0.10103 charge=+2 e_homo_ev="-14.397 / -14.397" e_tot_ev=-116805.5104 gap_ha="0.23315 / 0.23317"
Bi -0.8426 0.0613 -0.8445 1.36 -0.28 -1.19
I -3.4526 0.1237 1.1078 -0.88 0.02 0.30
Se -0.1553 2.8867 -1.5209 -0.67 -0.60 0.21
Cl 1.1295 -0.9344 -2.0463 -0.53 0.35 0.36
P -0.1097 -2.0530 1.0594 0.18 -1.55 0.43
O -0.5455 1.2193 2.4877 1.34 -1.41 -3.78
N 2.4314 2.7980 -2.8837 -0.45 0.29 0.82
N 2.4701 3.9664 -1.0384 -0.55 -0.74 -0.73
C 1.6472 3.2123 -1.8392 2.36 0.10 -0.15
C 2.0352 4.6054 0.1956 -0.16 0.38 0.43
C -5.1218 -0.0863 -0.2448 0.01 -0.07 -0.43
C 3.7155 3.2902 -2.7294 -0.67 0.09 0.44
C -0.3397 -1.9928 2.8691 -0.18 0.54 0.12
C -0.2808 0.8518 1.4244 -1.16 2.27 4.52
C 1.9687 1.9231 -3.9603 -0.16 -0.23 -0.34
C 1.5821 -2.7302 0.9759 0.12 0.43 -0.34
C 3.7374 4.0255 -1.5841 -0.62 -0.36 -0.05
C -1.1054 -3.5200 0.6403 -0.20 0.31 -0.35
H 0.8720 1.9713 -3.9829 0.40 -0.02 -0.06
H 1.3366 3.9299 0.7117 0.28 0.36 -0.18
H -0.9572 -3.7488 -0.4214 -0.17 -0.11 0.19
H 2.3644 2.2674 -4.9212 -0.06 0.02 0.29
H 0.4276 -1.3421 3.3129 -0.31 -0.19 0.02
H -2.1612 -3.3041 0.8431 0.16 -0.20 -0.12
H -5.5464 0.8987 -0.4319 0.23 -0.07 0.16
H -0.2351 -3.0085 3.2893 -0.02 0.40 -0.29
H 1.5279 5.5587 -0.0338 0.22 -0.45 0.17
H -1.3419 -1.6078 3.0994 0.26 -0.11 0.16
H 2.2783 0.8813 -3.7909 -0.04 0.49 0.03
H 2.2489 -2.0786 1.5565 -0.02 -0.23 -0.26
H -5.8699 -0.7541 0.1858 0.39 0.08 0.13
H 1.8942 -2.7595 -0.0741 0.14 -0.08 0.32
H 2.9021 4.7978 0.8451 -0.30 -0.10 -0.37
H -4.6875 -0.5066 -1.1525 -0.25 0.04 0.13
H -0.7692 -4.3677 1.2509 -0.11 0.22 -0.16
H 1.5877 -3.7452 1.4036 -0.06 0.39 -0.11
H 4.4989 3.0812 -3.4267 0.12 -0.07 -0.21
H 4.5343 4.5510 -1.0871 0.01 0.05 -0.11



# 4
35
Properties=species:S:1:pos:R:3:forces:R:3 method="wB97M-V/def2-TZVPD" fmax_ha_per_bohr=0.05201 charge=+1 e_homo_ev=-12.630 e_tot_ev=-29737.3739 gap_ha=0.35478 smiles=C[C@H](Cl)C[C@@H]1CNC[C@H](c2cccnc2)[NH2+]1
Cl 0.8401 -3.7330 -1.4446 -0.59 0.59 0.21
N 0.5038 -0.2906 -0.5510 0.83 -0.54 -0.15
N 1.2338 0.5692 2.1930 0.04 -1.35 -0.31
N -0.2862 4.2984 0.7235 -0.14 -1.69 -2.00
C 1.4317 0.8826 -0.2952 0.45 2.21 0.68
C -0.7602 -2.9655 -1.0447 -1.79 -0.90 0.59
C -1.0560 4.4752 -0.3787 -0.59 -0.07 -1.19
C 0.4607 3.1668 0.7049 0.81 -1.06 -0.43
C 2.1981 0.7138 1.0650 -0.02 0.39 0.91
C 0.2458 -0.5029 1.9045 -0.26 -0.43 -0.59
C 0.5352 -1.3095 0.5596 -2.31 -0.19 1.31
C -0.2841 2.4313 -1.5630 0.07 1.22 2.23
C -1.8807 -4.0874 -0.9504 0.26 0.27 -0.21
C -1.1275 3.6233 -1.5556 1.77 -1.58 1.24
C -0.7476 -2.2221 0.3378 1.27 -0.02 -0.38
C 0.5383 2.1791 -0.3599 -1.34 1.43 -0.86
H 1.1052 2.9828 1.6000 -0.83 0.33 -0.82
H -2.8809 -3.5843 -0.8933 0.82 -0.41 -0.15
H 2.9357 -0.1316 1.0787 -0.57 0.64 -0.58
H -1.8473 -4.7559 -1.8482 -0.08 0.65 0.81
H -0.7814 -0.0384 1.8341 0.90 -0.48 -0.12
H -1.7734 -4.7072 -0.0264 0.13 0.49 -0.79
H -0.4865 -0.0044 -0.6190 0.56 0.34 -0.05
H 2.2178 0.9470 -1.0974 -0.98 -0.36 0.56
H -0.7563 -2.9686 1.1687 -0.03 0.49 -0.73
H -1.0763 -2.3103 -1.8995 0.69 -0.41 0.74
H -1.7785 3.8145 -2.4371 0.56 0.13 1.01
H 2.7820 1.6482 1.2981 -0.48 -0.87 -0.69
H -1.6857 -1.6031 0.4259 0.90 -0.52 -0.09
H 0.7719 -0.6946 -1.4581 -0.25 -0.26 0.34
H -0.2627 1.7061 -2.4131 -0.10 0.87 0.64
H 0.1728 -1.2865 2.7044 0.23 0.85 -0.54
H 1.7269 0.2670 3.0386 0.05 0.51 -0.46
H 1.4810 -1.8938 0.5851 -0.73 0.59 -0.29
H -1.7096 5.3844 -0.3866 0.74 -0.88 0.14